# 1
A single CH4INO2S2 molecule. Source: OMol25; level of theory: the ωB97M-V functional and the def2-TZVPD basis.

Output
HOMO energy (hartree): -0.34072
Relative energy (zero: lowest compared OMol25 entry of this formula, charge and spin) (kJ/mol): 0.00
Maximum force (eV/Å): 4.72

Last column: Löwdin charge in e.
Positions of all 11 atoms, in Å:
C1 -0.58266 0.77015 -1.44715  -0.446
N1 -0.27987 0.29916 1.52534  -0.651
O1 1.67742 -0.16672 -0.10008  -0.420
O2 0.77975 -2.28436 0.71414  -0.349
S1 -0.96604 -0.96074 -1.09670  0.707
S2 0.59872 -0.97730 0.25762  0.210
I1 1.27559 0.35436 2.80465  0.847
H1 0.42125 0.78972 -1.97110  0.061
H2 -0.54833 1.35790 -0.48785  0.042
H3 -1.31991 1.09135 -2.10866  0.002
H4 -1.05590 -0.27351 1.90978  -0.006

Forces on atoms 1 to 6 (eV/Å):
2.199 0.117 0.646
0.686 -2.827 -1.898
1.968 0.895 -1.327
0.084 -2.028 1.044
0.765 0.134 0.325
-3.929 2.440 0.936

---

# 2
10 unconnected molecules or ions with the total composition C30H90O40P10. Source: OMol25; level of theory: the ωB97M-V functional and the def2-TZVPD basis.

Output
HOMO energy (hartree): -0.37614
Relative energy (zero: lowest compared OMol25 entry of this formula, charge and spin) (kJ/mol): 0.00
Maximum force (eV/Å): 1.32
SMILES string: COP(=O)(OC)OC.COP(=O)(OC)OC.COP(=O)(OC)OC.COP(=O)(OC)OC.COP(=O)(OC)OC.COP(=O)(OC)OC.COP(=O)(OC)OC.COP(=O)(OC)OC.COP(=O)(OC)OC.COP(=O)(OC)OC

Last column: Löwdin charge in e.
Positions of all 170 atoms, in Å:
C1 12.42160 -18.83130 2.87728  -0.091
O1 13.54684 -19.60331 3.33182  -0.196
P1 13.71874 -19.81802 4.89053  0.328
O2 12.65233 -20.56100 5.53043  -0.203
O3 15.14543 -20.48469 4.97856  -0.221
C2 15.30478 -21.85540 4.60495  -0.071
O4 13.94260 -18.37283 5.47591  -0.218
C3 15.20080 -17.70715 5.43181  -0.071
H1 11.61131 -18.88253 3.60496  0.089
H2 12.08976 -19.27551 1.94060  0.090
H3 12.73040 -17.80438 2.68576  0.078
H4 16.02260 -21.92620 3.78476  0.096
H5 14.36365 -22.30340 4.29212  0.084
H6 15.74650 -22.41721 5.42758  0.080
H7 15.69336 -17.73319 6.40954  0.075
H8 15.04362 -16.65506 5.19912  0.097
H9 15.90547 -18.14730 4.72826  0.091
C4 12.20816 -20.65212 11.67553  -0.075
O5 11.04834 -19.89103 12.05072  -0.217
P2 11.08477 -19.10332 13.42450  0.308
O6 11.56980 -19.86121 14.57004  -0.215
O7 9.60686 -18.57275 13.54330  -0.206
C5 8.54480 -19.49958 13.79489  -0.085
O8 11.90218 -17.78919 13.13033  -0.194
C6 11.73214 -17.07027 11.91094  -0.087
H10 12.23112 -21.59726 12.21780  0.096
H11 13.12804 -20.11142 11.90091  0.066
H12 12.15638 -20.85571 10.61010  0.079
H13 7.94973 -19.61979 12.89223  0.089
H14 7.91132 -19.05932 14.56455  0.088
H15 8.92547 -20.44765 14.17033  0.087
H16 11.54012 -16.01489 12.08508  0.086
H17 10.95813 -17.49076 11.27141  0.088
H18 12.65024 -17.16901 11.32852  0.061
C7 16.42581 -13.36142 11.63324  -0.075
O9 17.66093 -14.09003 11.73431  -0.196
P3 18.37713 -14.60191 10.42600  0.315
O10 19.57962 -15.39903 10.64668  -0.217
O11 18.57827 -13.34233 9.50196  -0.230
C8 19.70955 -12.45983 9.65734  -0.052
O12 17.17949 -15.33136 9.70580  -0.232
C9 17.34743 -15.97933 8.44943  -0.085
H19 15.98429 -13.41354 10.64058  0.070
H20 16.61314 -12.32264 11.90021  0.094
H21 15.70898 -13.77593 12.34081  0.091
H22 19.36484 -11.53777 10.11660  0.092
H23 20.11294 -12.29097 8.66480  0.091
H24 20.46143 -12.93536 10.28700  0.084
H25 16.58515 -15.68464 7.73083  0.075
H26 17.36538 -17.05684 8.57891  0.059
H27 18.31254 -15.69668 8.01538  0.098
C10 17.31174 -20.57663 8.05937  -0.090
O13 16.66138 -19.49534 8.69370  -0.218
P4 16.31024 -19.54261 10.22982  0.315
O14 15.29948 -20.50829 10.62750  -0.208
O15 17.70683 -19.78439 10.94236  -0.201
C11 18.91029 -19.13653 10.50786  -0.066
O16 15.93515 -18.06279 10.57883  -0.224
C12 15.58193 -17.71946 11.92876  -0.046
H28 18.33003 -20.30787 7.77578  0.093
H29 16.76132 -20.88658 7.17125  0.076
H30 17.38827 -21.47381 8.68345  0.105
H31 19.47928 -19.82442 9.88128  0.086
H32 19.48448 -18.93232 11.40628  0.098
H33 18.72800 -18.21680 9.95564  0.073
H34 14.77035 -16.99997 11.89164  0.075
H35 16.45195 -17.29700 12.42811  0.098
H36 15.25440 -18.60953 12.46808  0.092
C13 12.55400 -26.14908 9.28948  -0.095
O17 13.25122 -24.98823 8.85961  -0.199
P5 13.52150 -24.77683 7.32855  0.313
O18 14.01526 -25.93604 6.59808  -0.219
O19 12.11105 -24.21785 6.82712  -0.213
C14 12.01712 -23.91194 5.42547  -0.088
O20 14.46851 -23.52301 7.29421  -0.208
C15 14.06544 -22.30764 7.96180  -0.065
H37 13.20707 -26.81661 9.85436  0.091
H38 12.14916 -26.74057 8.46757  0.087
H39 11.74043 -25.85750 9.95281  0.090
H40 12.17842 -22.84471 5.27676  0.058
H41 11.01585 -24.19984 5.10037  0.089
H42 12.68421 -24.53561 4.82786  0.084
H43 14.84056 -22.06195 8.68778  0.069
H44 14.04080 -21.50180 7.22998  0.059
H45 13.12272 -22.41476 8.49041  0.090
C16 11.69836 -12.29326 0.75858  -0.076
O21 11.03416 -13.55446 0.65782  -0.198
P6 10.82108 -14.44521 1.93422  0.319
O22 12.01507 -14.94154 2.59901  -0.209
O23 9.89125 -13.59663 2.88488  -0.200
C17 8.62182 -13.14302 2.43754  -0.086
O24 9.84687 -15.55307 1.38404  -0.201
C18 10.32682 -16.86671 1.05873  -0.076
H46 12.36288 -12.16669 -0.09692  0.095
H47 12.40705 -12.22092 1.58872  0.084
H48 10.97252 -11.48699 0.80772  0.087
H49 8.47446 -13.23902 1.36053  0.094
H50 8.48649 -12.10677 2.73867  0.068
H51 7.81760 -13.72640 2.89388  0.096
H52 10.00620 -17.53082 1.86054  0.088
H53 11.40622 -16.91956 0.94486  0.076
H54 9.84989 -17.16465 0.12824  0.093
C19 9.07971 -9.43594 3.30419  -0.075
O25 10.12444 -10.40819 3.45879  -0.241
P7 11.61088 -9.90137 3.70710  0.329
O26 12.23071 -9.22176 2.57553  -0.210
O27 11.46346 -9.03361 5.03485  -0.231
C20 11.82478 -7.64854 5.06428  -0.088
O28 12.34357 -11.21875 4.12886  -0.195
C21 11.90756 -12.04068 5.22509  -0.060
H55 9.40313 -8.43782 3.59949  0.079
H56 8.26672 -9.73845 3.96112  0.094
H57 8.76381 -9.41944 2.26432  0.094
H58 12.45558 -7.35433 4.22957  0.089
H59 12.35932 -7.47411 5.99865  0.072
H60 10.92102 -7.03869 5.09504  0.087
H61 12.63466 -12.03727 6.03982  0.086
H62 11.85651 -13.05539 4.83651  0.067
H63 10.94698 -11.73723 5.63558  0.085
C22 13.03626 -18.57096 8.53406  -0.060
O29 12.08308 -17.54640 8.87326  -0.201
P8 11.99776 -16.28626 7.93654  0.324
O30 11.06890 -15.25969 8.40053  -0.220
O31 13.49598 -15.77995 7.75652  -0.204
C23 14.04042 -14.93866 8.76281  -0.088
O32 11.71933 -16.95350 6.55237  -0.204
C24 11.42361 -16.17919 5.37489  -0.061
H64 13.58280 -18.87102 9.43136  0.065
H65 13.80275 -18.21250 7.85120  0.068
H66 12.49605 -19.43486 8.15650  0.095
H67 14.72056 -15.47445 9.43431  0.077
H68 13.28182 -14.44587 9.36995  0.075
H69 14.69039 -14.17616 8.32870  0.072
H70 12.15311 -16.46171 4.61934  0.056
H71 11.45131 -15.11560 5.58293  0.071
H72 10.46295 -16.51679 4.98763  0.098
C25 11.41335 -9.89359 8.28239  -0.073
O33 11.68010 -10.81642 9.35656  -0.196
P9 13.14661 -10.93759 9.93850  0.324
O34 14.20942 -11.02424 8.94383  -0.214
O35 13.32132 -9.78586 11.01273  -0.203
C26 13.59090 -8.45068 10.56148  -0.076
O36 13.05116 -12.21192 10.83794  -0.213
C27 12.04717 -12.42685 11.83092  -0.070
H73 10.78681 -10.43900 7.58489  0.079
H74 12.33186 -9.58582 7.78232  0.065
H75 10.88917 -9.01858 8.66373  0.095
H76 12.72622 -7.81855 10.75079  0.091
H77 13.84848 -8.44346 9.50163  0.074
H78 14.45111 -8.09784 11.12491  0.094
H79 11.45586 -13.29520 11.54853  0.088
H80 11.36563 -11.57695 11.90967  0.088
H81 12.50699 -12.56009 12.80724  0.093
C28 14.99145 -9.43881 6.37000  -0.098
O37 16.04360 -9.42966 5.40639  -0.194
P10 17.37444 -10.19848 5.77123  0.311
O38 18.03148 -9.76055 7.00459  -0.227
O39 18.19560 -10.07184 4.45551  -0.190
C29 18.84733 -8.85896 4.10995  -0.091
O40 16.98269 -11.72052 5.71739  -0.189
C30 16.60906 -12.45111 6.88649  -0.083
H82 14.26417 -10.20135 6.09934  0.077
H83 14.47906 -8.47169 6.34722  0.078
H84 15.38982 -9.50645 7.38121  0.070
H85 19.91968 -9.03453 4.03963  0.090
H86 18.66251 -8.06976 4.83987  0.088
H87 18.49208 -8.52012 3.13716  0.091
H88 17.20315 -13.36403 6.91458  0.079
H89 15.55025 -12.69700 6.83881  0.074
H90 16.83560 -11.87225 7.78099  0.079

Forces on atoms 1 to 6 (eV/Å):
0.057 -0.255 -0.155
0.014 0.036 -0.256
0.754 0.479 -0.407
-0.908 -0.262 0.379
0.161 0.182 0.074
0.586 -0.524 -0.338

---

Number 2 is which compound? C30H90O40P10